Here is a 13-piece molecular cluster, C47H94O23 overall in a non-equilibrium geometry from OMol25. Energies are from ωB97M-V with the def2-TZVPD basis set.

* HOMO energy: -9.360 eV
* lowest unoccupied orbital energy: 0.5 eV
* relative energy (zero: lowest compared OMol25 entry of this formula, charge and spin): 149.3 kJ/mol
* maximum force: 4.5 eV/A
* Kohn-Sham gap: 0.3612 Ha

```
164
Properties=species:S:1:pos:R:3:forces:R:3:mulliken_charge:R:1
C 2.87899 3.10528 -2.94901 1.415 0.769 -0.287 1.13
C 2.08093 4.27131 -3.58317 -0.201 -0.896 -0.748 0.12
C 2.75307 5.53904 -3.10895 0.158 0.315 0.468 -0.60
O 3.21421 5.19454 -1.82169 0.333 -0.734 0.905 -0.52
C 3.75938 3.85076 -1.91028 -0.661 0.525 0.492 -0.27
H 3.62259 2.73339 -3.65388 -0.288 -0.123 -0.435 -0.18
H 2.32266 2.21008 -2.67115 -0.246 0.423 0.538 -0.73
H 1.04568 4.29324 -3.24276 0.003 -0.144 0.059 -0.42
H 2.08116 4.10289 -4.66008 -0.163 0.375 -0.097 0.47
H 2.07849 6.38922 -3.00786 -0.234 -0.145 0.105 0.36
H 3.60068 5.93481 -3.66843 0.177 -0.448 -0.640 0.30
H 3.80050 3.41470 -0.91215 -0.324 0.099 0.074 -0.12
H 4.80154 3.92861 -2.22003 0.038 -0.111 -0.341 0.40
C -5.16565 -0.20004 1.38649 1.746 -1.266 -0.472 1.33
C -6.16787 0.80649 1.80477 -0.910 0.295 0.109 -0.94
C -5.40853 2.13302 1.83076 0.198 -0.703 0.005 -0.03
O -4.44236 1.96639 0.81121 0.429 0.516 -1.020 -0.59
C -4.05180 0.60017 0.68319 -0.180 -0.006 0.617 2.25
H -5.58956 -0.90739 0.67371 -0.061 -0.149 0.111 -0.23
H -4.78151 -0.78937 2.21910 0.093 0.116 -0.001 -0.71
H -6.58017 0.47546 2.75794 -0.460 0.480 -0.073 0.38
H -6.88723 0.75347 0.98756 -0.607 0.704 0.447 0.34
H -4.89659 2.26521 2.78394 -0.013 0.035 0.278 -0.22
H -5.97119 3.04383 1.62598 -0.155 -0.203 -0.113 0.45
H -3.05558 0.47323 1.10690 -0.003 -0.156 0.241 -0.49
H -3.97584 0.29210 -0.35960 -0.077 0.462 -0.237 -1.67
C -4.46334 -4.39603 1.91746 -1.040 0.198 -1.027 -0.58
C -3.28448 -3.46183 1.91803 1.413 0.227 0.486 0.61
C -3.32427 -2.86794 3.33149 -0.637 0.305 0.478 0.19
O -4.52544 -3.32887 3.93612 -0.620 0.289 0.757 -0.55
C -5.40054 -3.73930 2.92511 0.268 -1.046 0.213 -0.48
H -4.15133 -5.41187 2.16001 -0.359 0.030 0.272 0.30
H -5.02702 -4.39604 0.98453 0.411 -0.339 -0.407 0.32
H -3.28853 -2.71386 1.12517 -0.343 0.215 0.161 -0.58
H -2.29645 -3.91830 1.85868 -0.109 -0.514 -0.462 0.48
H -3.35062 -1.77918 3.28677 0.392 0.128 0.197 -0.60
H -2.58753 -3.23640 4.04532 0.600 0.315 -0.486 0.44
H -5.96692 -2.90195 2.51747 0.066 0.206 -0.348 0.14
H -6.12593 -4.45396 3.31393 0.027 0.047 0.266 0.40
C -1.49378 3.21955 -1.23055 1.208 -2.721 -0.237 1.31
C -0.77563 3.21246 0.09107 -0.112 -0.071 0.412 0.65
C 0.04127 4.47604 0.01854 0.345 -0.261 0.747 -0.11
O -0.71738 5.37529 -0.76472 -0.505 0.364 -0.716 -0.53
C -1.49795 4.63115 -1.72487 -0.742 -0.521 1.154 -0.87
H -2.41297 2.66484 -1.04218 -0.452 0.581 -0.567 -0.69
H -0.89111 2.57684 -1.87226 -0.088 -0.030 -0.469 -0.23
H -0.20405 2.29588 0.23690 0.065 0.100 0.086 -0.52
H -1.55048 3.25403 0.85657 0.263 0.191 0.419 0.07
H 1.04218 4.33718 -0.39012 0.114 -0.174 -0.408 -0.01
H 0.20267 4.85287 1.02852 -0.181 0.595 -0.072 0.22
H -1.12070 4.67444 -2.74659 -0.012 0.511 0.077 0.32
H -2.56676 4.82708 -1.63910 0.101 1.462 -0.396 0.44
C 4.67091 -0.78806 -2.76595 -0.144 -0.415 -0.349 0.00
C 3.80097 -0.46431 -1.57713 -0.966 -0.403 1.168 2.30
C 4.68781 0.26872 -0.60079 0.911 -0.730 -0.861 -0.49
O 5.52605 1.03087 -1.47475 -0.184 1.158 0.210 -0.46
C 5.79812 0.25707 -2.64659 -0.451 -0.144 0.104 -0.31
H 4.05931 -0.72819 -3.66621 0.289 0.345 -0.172 -0.35
H 5.03187 -1.81598 -2.80024 0.174 0.024 0.435 0.29
H 3.31489 -1.28416 -1.04830 0.042 -0.421 -0.348 -0.16
H 2.98486 0.18765 -1.88859 0.017 0.252 0.021 -1.63
H 5.38332 -0.38947 -0.08006 -0.167 -0.619 0.244 0.32
H 4.14325 0.78430 0.19023 0.134 0.836 -0.430 0.09
H 6.77465 -0.21596 -2.54294 0.108 -0.066 -0.041 0.27
H 5.81430 0.92737 -3.50597 0.114 0.159 0.080 0.08
C 2.62915 3.91582 3.00761 -0.113 -0.027 -0.199 -0.54
C 3.99206 3.26841 3.32500 -1.426 -0.831 -1.449 -0.64
C 3.52809 1.88888 3.79926 -0.229 0.564 0.431 -0.45
O 2.16558 1.64779 3.31518 1.052 0.373 0.103 -0.36
C 1.76365 2.76929 2.49114 1.246 -0.319 0.847 0.51
H 2.72367 4.65137 2.20878 -0.162 0.521 0.467 0.39
H 2.16966 4.25438 3.93623 0.084 0.610 -0.128 0.32
H 4.62758 3.83695 4.00395 -0.069 -0.221 -0.113 0.39
H 4.47346 3.01163 2.38138 0.496 0.870 -0.128 0.15
H 3.56505 1.97205 4.88545 -0.445 -0.913 0.196 0.33
H 4.22487 1.14782 3.40757 -0.311 -0.400 0.284 0.24
H 0.68655 2.88905 2.60786 0.098 0.093 -0.069 0.07
H 2.03745 2.61197 1.44789 -0.237 -0.376 -0.281 -0.41
C -3.90134 1.95114 5.66666 0.196 -0.723 -0.468 -0.58
C -2.72077 2.17950 6.63116 -0.322 -0.265 -0.524 -0.69
C -1.50705 1.61542 5.83135 -0.344 0.643 0.651 -0.43
O -2.03362 0.67833 4.91309 -0.054 -0.016 -0.239 -0.18
C -3.45311 0.72568 4.85478 -0.230 -0.070 0.147 0.64
H -4.01390 2.82097 5.01948 0.127 0.060 -0.077 0.32
H -4.87514 1.78948 6.12892 0.133 -0.048 0.213 0.43
H -2.77141 1.60010 7.55303 -0.435 0.092 0.015 0.25
H -2.79870 3.24323 6.85590 0.956 -0.035 0.244 0.38
H -0.80928 1.09286 6.48569 -0.027 -0.034 0.127 0.33
H -0.92230 2.38401 5.32594 -0.138 0.148 -0.304 0.15
H -3.87102 -0.19566 5.26047 0.062 -0.163 0.387 0.31
H -3.75399 0.70175 3.80740 0.035 0.422 -0.127 -0.93
C -3.50352 -2.27663 -2.23046 1.472 0.173 -0.532 1.53
C -2.38909 -3.24846 -1.72542 -0.345 0.436 0.112 0.41
C -3.17344 -4.57288 -1.46170 1.619 0.063 -0.025 -0.79
O -4.46668 -4.44891 -1.99524 0.238 0.619 -0.188 -0.51
C -4.71200 -3.06044 -1.93556 -2.763 0.382 0.163 -0.36
H -3.41182 -1.99663 -3.27988 0.119 -0.544 -0.229 -0.28
H -3.59178 -1.29704 -1.76066 0.462 -0.123 0.517 -1.17
H -1.95620 -2.85716 -0.80478 -0.030 -0.104 0.155 -0.47
H -1.54108 -3.40987 -2.39095 -0.321 0.200 -0.368 0.67
H -3.14219 -4.73257 -0.38392 -0.497 -0.255 0.085 0.23
H -2.66743 -5.40792 -1.94622 -0.159 -0.138 0.017 0.39
H -5.11632 -2.79208 -0.95955 0.285 -0.124 0.668 -0.10
H -5.54491 -2.75462 -2.56867 -0.045 -0.553 -0.509 0.49
C 5.20700 -3.86378 0.36273 -0.611 0.652 0.387 -0.57
O 3.84412 -4.42386 0.36973 0.604 -0.478 -0.105 -0.35
C 3.11606 -4.42724 -0.75841 0.467 0.956 -0.018 0.84
O 3.56105 -4.09580 -1.82963 -0.755 -0.342 -0.063 -0.60
O 1.85423 -4.77152 -0.43525 -0.115 -0.022 0.473 -0.29
C 0.79368 -4.72764 -1.41282 0.359 0.150 0.190 -0.29
H 5.80754 -3.86831 -0.54691 -0.748 -0.572 -0.380 0.39
H 5.78135 -4.33677 1.15929 -0.471 -0.168 -0.017 0.31
H 5.06155 -2.81608 0.62591 0.147 0.037 0.090 0.07
H 0.47770 -3.70668 -1.62710 1.068 0.252 -0.722 -0.08
H -0.16328 -5.03709 -0.99261 0.525 -0.952 0.679 0.19
H 1.10524 -5.38598 -2.22375 -0.421 0.550 -0.387 0.41
C -0.32561 -0.20582 -1.35497 0.628 -1.849 -1.143 -0.54
O -0.82667 -0.33536 -0.03659 0.444 0.146 1.412 0.88
C -0.08818 -0.95023 0.94785 1.296 -1.218 0.759 -0.51
O 0.93504 -1.65484 0.83141 -3.056 2.344 -0.173 -0.60
O -0.73916 -0.68552 2.13783 0.409 -0.569 -1.928 0.54
C -0.10874 -1.05764 3.36538 1.230 0.281 1.029 -0.15
H -1.03689 0.21000 -2.06860 -0.358 0.672 0.816 0.05
H -0.22132 -1.20639 -1.77461 0.326 -0.342 0.084 -0.20
H 0.66090 0.24320 -1.47017 -0.117 0.381 0.543 0.34
H -0.80520 -1.28865 4.17141 -0.564 0.003 -0.728 0.18
H 0.43966 -0.18944 3.73086 0.051 0.117 -0.151 0.12
H 0.62947 -1.85852 3.32391 -0.222 -0.084 -0.708 -0.14
C 1.22757 0.03611 -5.15813 0.987 -1.102 -0.544 -0.64
O 2.34474 0.89397 -5.38395 0.521 1.227 0.276 -0.10
C 3.45267 0.47544 -5.99653 -0.220 -4.283 -1.435 0.87
O 3.76293 -0.70355 -6.27633 -1.016 2.548 1.207 -0.65
O 4.13050 1.49811 -6.40809 -0.415 2.351 0.226 -0.32
C 5.39956 1.40735 -6.98545 1.413 -1.114 -0.098 -0.73
H 0.47643 0.54363 -4.55290 0.260 0.160 -0.243 0.11
H 1.60924 -0.86212 -4.67275 -0.302 -0.111 0.198 0.38
H 0.87111 -0.25710 -6.14559 -0.476 0.004 0.178 0.31
H 5.54933 0.52494 -7.60755 -0.549 -0.038 -0.156 0.34
H 6.13652 1.27328 -6.19360 0.110 0.353 0.106 0.28
H 5.62457 2.29499 -7.57669 -0.385 0.043 0.307 0.25
C 5.55038 -1.49501 5.53982 0.094 -0.577 -0.349 -0.64
O 4.27638 -2.12265 5.30270 -0.053 1.469 0.932 -0.31
C 4.08964 -3.09936 4.47340 0.345 -2.965 -2.495 0.82
O 4.95565 -3.73223 3.82924 -2.269 1.818 1.601 -0.62
O 2.72954 -3.34221 4.45627 0.849 -0.306 -0.714 -0.35
C 2.14636 -4.27648 3.44516 1.566 0.710 0.423 -0.25
H 6.24346 -2.22927 5.95043 -0.043 0.121 0.155 0.33
H 5.35063 -0.67029 6.22395 -0.016 -0.303 0.020 0.22
H 5.99749 -1.09244 4.63090 -0.255 -0.122 -0.177 0.28
H 2.62157 -4.11359 2.47782 -0.156 0.250 0.026 0.09
H 1.08346 -4.03754 3.40976 0.241 -0.181 0.173 0.06
H 2.38274 -5.30662 3.71169 -0.327 0.079 0.301 0.39
C -3.77843 -1.34382 -6.30585 0.577 -0.071 -0.368 -0.66
O -4.42958 -0.40071 -5.44130 -0.412 -0.550 -0.991 -0.35
C -3.73944 0.50452 -4.79775 3.449 0.412 1.377 0.83
O -2.48938 0.49441 -4.60486 -3.767 0.197 -0.611 -0.53
O -4.62035 1.39505 -4.31611 0.737 0.226 0.440 -0.40
C -4.15847 2.27601 -3.26083 0.071 0.447 0.069 -0.33
H -3.70465 -0.99984 -7.33752 -0.411 0.543 0.052 0.30
H -4.38788 -2.24709 -6.33347 0.178 0.097 0.404 0.27
H -2.73730 -1.51248 -6.03073 -0.231 -0.217 0.533 0.27
H -4.83175 3.12854 -3.17159 -0.366 -0.327 -0.406 0.34
H -3.17922 2.71843 -3.44372 0.095 -0.522 -0.240 0.23
H -4.17407 1.78067 -2.29001 0.130 -0.297 -0.170 0.04
```
Positions in Å, forces in eV/Å.